# C14H50Ca2O20P2S

A structure of composition C14H50Ca2O20P2S in a non-equilibrium geometry (ωB97M-V/def2-TZVPD, OMol25).

Summary:
maximum force	0.0834	Eh/bohr
M	712.7	g/mol
total charge	+2
LUMO energy	-6.784	eV
HOMO level	-13.40	eV

Cartesian coordinates (Å):
1 Ca -2.35400 -1.44411 -1.84539
2 Ca 2.04342 1.14118 -2.03082
3 S 0.29544 0.11296 0.03025
4 O -0.75869 -0.54578 -0.71163
5 O 0.41693 1.44307 -0.47248
6 O 0.15049 -0.02451 1.45329
7 O 1.57872 -0.39492 -0.39447
8 C 3.70858 -1.02637 2.16620
9 O 2.66709 -0.39127 2.82850
10 H 3.52522 -2.09554 2.27275
11 H 3.73283 -0.71719 1.12126
12 H 4.69828 -0.81522 2.57119
13 H 1.86916 -0.57838 2.32860
14 C -3.73117 -3.45307 0.50421
15 O -2.63189 -2.58163 0.24519
16 H -4.37927 -3.44856 -0.37217
17 H -3.46022 -4.47314 0.77650
18 H -4.34108 -2.99000 1.27989
19 H -2.04744 -2.46261 0.99743
20 C -0.15427 -2.72641 3.46970
21 O -0.99164 -2.17406 2.44390
22 H 0.85055 -2.90190 3.08547
23 H -0.13208 -1.92882 4.21231
24 H -0.45987 -3.61517 4.02180
25 H -0.62947 -1.32918 2.16712
26 C 0.37980 3.86554 -2.98499
27 O 0.62987 2.52680 -3.23476
28 H 0.17264 4.43433 -3.89144
29 H -0.60200 3.93333 -2.51641
30 H 1.15061 4.36128 -2.39491
31 H -0.11036 2.12055 -3.69152
32 C -3.38080 2.01111 -2.62010
33 O -2.64478 0.80251 -2.60198
34 H -3.80482 2.14111 -1.62441
35 H -2.83891 2.90925 -2.91639
36 H -4.23988 1.93058 -3.28613
37 H -2.06668 0.80402 -3.36841
38 C 0.46230 1.57266 4.35186
39 O -0.70774 1.13797 3.61345
40 H 1.27285 0.84594 4.29705
41 H 0.86376 2.51041 3.96773
42 H 0.21577 1.69913 5.40605
43 H -0.37469 0.74338 2.80413
44 C -0.14581 3.83871 1.45694
45 O -0.49776 3.70363 0.16372
46 H 0.91823 4.06436 1.52781
47 H -0.75046 4.65669 1.84862
48 H -0.35399 2.96914 2.08033
49 H -0.14263 2.84439 -0.07541
50 C 1.28003 -3.07928 -2.15904
51 O 1.09022 -3.11515 -0.76781
52 H 1.87499 -2.21252 -2.44687
53 H 1.84374 -3.92267 -2.55781
54 H 0.27376 -3.11295 -2.57665
55 H 1.05261 -2.20110 -0.47675
56 C 7.13657 -1.44817 -3.94777
57 O 5.77542 -1.01795 -3.67274
58 P 5.42217 -0.54104 -2.12614
59 O 4.06129 0.05732 -1.90186
60 O 5.79134 -1.80018 -1.21873
61 C 4.93309 -2.90583 -1.00413
62 O 6.62683 0.52840 -1.84697
63 C 6.70888 1.09676 -0.50116
64 H 7.15904 -2.43372 -4.41285
65 H 7.73234 -1.38501 -3.03719
66 H 7.54121 -0.72851 -4.65943
67 H 4.66932 -3.10221 0.03508
68 H 5.33545 -3.81366 -1.45363
69 H 3.96296 -2.72673 -1.46767
70 H 6.67621 2.17057 -0.68551
71 H 7.61085 0.84894 0.05841
72 H 5.83305 0.77606 0.06291
73 C -7.11609 1.05037 -0.90737
74 O -6.09799 1.30191 0.05745
75 P -5.09275 0.06624 0.55293
76 O -4.38526 -0.60599 -0.59574
77 O -4.13286 0.88041 1.53769
78 C -2.98126 1.55976 1.20978
79 O -6.02459 -0.85771 1.49674
80 C -6.65998 -0.21386 2.54666
81 H -8.12723 1.26982 -0.56452
82 H -7.13913 0.07592 -1.39523
83 H -7.00550 1.74068 -1.74363
84 H -2.59740 1.29750 0.22389
85 H -2.24158 1.13350 1.88748
86 H -3.04806 2.63489 1.37626
87 H -6.09000 -0.34915 3.46585
88 H -7.58856 -0.75724 2.72147
89 H -6.93323 0.83542 2.43514